No. 1
# C5H8N4

A structure of composition C5H8N4 in a non-equilibrium geometry (ωB97M-V with the def2-TZVPD basis set, the OMol25 dataset).

Results
HOMO level = -9.0 eV
energy relative to the best compared isomer or geometry (same formula, charge and spin) = 376.44 kJ/mol
F_max = 5.0 eV/A
LUMO energy = 0.02297 Ha
net charge = 0

Element x y z (Å)
C -2.618 0.033 0.514
C -0.839 -1.013 -0.074
C 0.295 0.526 -0.545
C 0.625 1.574 0.486
C 1.707 -1.593 -0.344
N -1.824 -1.185 0.708
N -2.198 0.878 -0.297
N -1.067 0.417 -0.979
N 0.497 -0.848 -0.082
H -3.652 0.080 1.013
H 1.012 0.650 -1.398
H 0.290 2.624 0.150
H 1.645 1.642 0.680
H 0.064 1.421 1.376
H 1.407 -2.619 -0.783
H 2.295 -0.950 -0.939
H 2.361 -1.639 0.514

=====

No. 2
# C5H8N4O

An isolated molecule of C5H8N4O in a non-equilibrium geometry (ωB97M-V with the def2-TZVPD basis set, the OMol25 dataset).

Results
HOMO level (spin up / spin down) = -8.0 / -7.6 eV
energy relative to the best compared isomer or geometry (same formula, charge and spin) = 474.21 kJ/mol
F_max = 1.8 eV/A
LUMO energy (spin up / spin down) = -0.03110 / -0.03440 Ha
net charge = 0

Element x y z (Å)
C -0.479 -2.574 0.045
C 1.084 0.982 -0.565
C 0.266 0.644 1.540
C -0.241 -1.116 0.232
N 0.731 2.221 -0.967
C -0.194 -0.187 -0.953
N 0.023 -0.633 1.412
N 0.270 1.673 2.177
N -1.493 0.185 -1.057
O 2.223 0.561 -0.491
H -0.236 2.428 -1.156
H 1.444 2.901 -1.183
H -0.183 1.765 3.082
H -1.859 0.582 -0.189
H 0.223 -0.615 -1.867
H -0.700 -3.068 0.988
H 0.419 -3.021 -0.392
H -1.297 -2.728 -0.658

=====

No. 3
# C5H8N4O2

A structure of composition C5H8N4O2 in a non-equilibrium geometry (ωB97M-V with the def2-TZVPD basis set, the OMol25 dataset).

Results
HOMO level = -9.0 eV
energy relative to the best compared isomer or geometry (same formula, charge and spin) = 712.50 kJ/mol
F_max = 5.3 eV/A
LUMO energy = -0.00251 Ha
net charge = 0

Element x y z (Å)
C -1.085 3.690 0.386
C -0.958 1.144 0.576
C -0.275 0.095 -0.186
C 1.823 -3.044 -0.734
C 0.437 -1.226 0.564
H -1.603 3.157 1.342
H -1.852 4.550 -0.334
H -0.207 4.444 0.838
H -0.296 2.585 -1.017
H 0.206 -1.732 -2.326
H 2.108 -2.947 0.430
H 2.914 -3.009 -1.446
H 1.074 -3.813 -1.293
N -0.696 2.398 -0.139
N -0.209 -0.006 -1.499
N 0.539 -1.037 -1.685
N 1.260 -1.695 -0.521
O -1.406 1.064 1.674
O 0.375 -1.665 1.710

=====

No. 4
# C5H8N4O2P

The ion C5H8N4O2P with charge -1 in a non-equilibrium geometry (ωB97M-V with the def2-TZVPD basis set, the OMol25 dataset).

Results
HOMO level (spin up / spin down) = 0.3 / -5.0 eV
energy relative to the best compared isomer or geometry (same formula, charge and spin) = 0.00 kJ/mol
multiplicity = 3
F_max = 2.9 eV/A
LUMO energy (spin up / spin down) = 0.13034 / 0.04070 Ha
net charge = -1

Element x y z (Å)
C 0.034 -3.253 1.150
C 0.028 -0.844 0.842
C -0.246 -0.001 -1.331
C -1.401 0.662 -1.403
C 0.861 0.198 -2.330
N -0.065 -4.347 0.811
N -0.002 -1.011 -0.422
N 0.002 0.280 1.564
N 0.121 -2.034 1.622
O 1.240 2.296 2.616
O -0.579 2.773 0.953
P 0.854 1.925 1.239
H -1.600 1.373 -2.188
H -0.927 2.509 0.097
H -2.185 0.495 -0.683
H 1.186 -0.768 -2.713
H 1.708 0.669 -1.831
H 0.534 0.831 -3.153
H 0.032 0.175 2.573
H 0.406 -1.929 2.586

=====

No. 5
# C5H8N5

The ion C5H8N5 with charge +1 in a non-equilibrium geometry (ωB97M-V with the def2-TZVPD basis set, the OMol25 dataset).

Results
HOMO level (spin up / spin down) = -12.0 / -12.2 eV
energy relative to the best compared isomer or geometry (same formula, charge and spin) = 508.51 kJ/mol
F_max = 4.7 eV/A
LUMO energy (spin up / spin down) = -0.17419 / -0.17481 Ha
net charge = +1

Element x y z (Å)
C -2.292 -0.734 0.305
C -0.366 0.400 -0.030
C 0.731 0.916 0.930
C 2.964 -0.019 0.272
C 0.134 0.467 -1.434
N -2.607 0.567 0.097
N -1.578 1.250 0.031
N 1.947 0.290 0.593
N -0.919 -0.911 0.282
N -0.174 -1.920 0.577
H -3.142 -1.428 0.409
H 0.852 2.052 0.695
H 0.574 0.805 1.935
H 3.850 -0.368 -0.317
H 0.670 1.455 -1.441
H 0.761 -0.413 -1.604
H -0.769 0.315 -2.112
H -0.637 -2.724 0.810

=====

No. 6
# C5H8NO

The ion C5H8NO with charge -1 in a non-equilibrium geometry (ωB97M-V with the def2-TZVPD basis set, the OMol25 dataset).

Results
HOMO level (spin up / spin down) = -1.9 / -1.9 eV
energy relative to the best compared isomer or geometry (same formula, charge and spin) = 386.40 kJ/mol
F_max = 4.4 eV/A
LUMO energy (spin up / spin down) = 0.16069 / 0.16057 Ha
net charge = -1

Element x y z (Å)
C 0.349 -1.396 0.892
C 1.208 -1.613 -0.063
C -0.177 0.107 1.127
C -0.049 0.865 -0.179
C -1.045 0.466 -1.394
N 1.325 0.832 -0.559
O 2.073 1.430 0.261
H 0.073 -2.163 1.735
H 1.613 -2.618 -0.252
H -1.265 0.251 1.387
H 0.386 0.601 1.916
H -0.294 1.931 0.039
H -1.503 -0.453 -1.265
H -0.781 0.557 -2.404
H -1.913 1.203 -1.241

=====

No. 7
# C5H8NO

A cluster of 2 separate species, C5H8NO in total in a non-equilibrium geometry (ωB97M-V with the def2-TZVPD basis set, the OMol25 dataset).

Results
HOMO level = -14.3 eV
energy relative to the best compared isomer or geometry (same formula, charge and spin) = 548.27 kJ/mol
F_max = 3.5 eV/A
LUMO energy = -0.17028 Ha
net charge = +1

Element x y z (Å)
C 1.454 0.473 0.829
C -0.485 2.199 -0.205
C -0.904 -1.391 0.133
C -0.965 1.093 -0.188
C -1.719 -0.143 -0.207
N 2.332 -0.005 0.249
O 3.176 -0.505 -0.527
H 0.876 0.846 1.636
H -0.465 -1.325 1.125
H -0.121 -1.561 -0.601
H -1.561 -2.255 0.122
H 3.097 -0.270 -1.477
H -0.017 3.139 -0.193
H -2.156 -0.253 -1.203
H -2.541 -0.039 0.507

=====

No. 8
# C5H8NO

The ion C5H8NO with charge +1 in a non-equilibrium geometry (ωB97M-V with the def2-TZVPD basis set, the OMol25 dataset).

Results
HOMO level = -16.1 eV
energy relative to the best compared isomer or geometry (same formula, charge and spin) = 541.00 kJ/mol
F_max = 4.1 eV/A
LUMO energy = -0.25786 Ha
net charge = +1

Element x y z (Å)
O -2.111 -0.672 1.610
N -1.227 -0.834 0.831
C -0.678 -1.755 -0.056
C -0.118 -0.422 0.152
C -0.294 0.670 -0.896
C 0.937 1.400 -0.434
C 1.115 0.394 0.662
H -1.104 -1.754 -0.958
H -0.413 -2.658 0.406
H -1.289 1.155 -0.644
H -0.368 0.302 -1.978
H 1.853 1.422 -1.042
H 0.747 2.437 -0.040
H 1.911 -0.333 0.657
H 1.040 0.650 1.731